1.
ORCA calculation (the ωB97M-V functional and the def2-TZVPD basis) on a structure of composition C31H27BMnN6O3.

XYZ file:
```
69
Properties=species:S:1:pos:R:3:forces:R:3
Mn 1.2585 0.9451 1.5147 -0.5 1.4 1.2
N -0.9648 2.8982 -1.5097 0.1 -0.1 -0.2
C -0.0735 2.1361 -0.8751 0.1 -0.1 0.2
N 0.0665 2.1096 0.4152 0.3 -0.3 -0.4
C -0.7388 2.9292 1.2171 -0.3 0.3 0.8
N -0.5295 2.9512 2.4868 -0.5 0.3 -0.5
N 0.5755 2.2739 2.8428 1.2 -0.9 -0.5
C 0.3071 1.1318 3.7555 0.0 0.3 -0.6
C 1.6868 0.7030 4.2161 -0.2 0.0 0.1
C 2.1511 0.5507 5.5052 0.0 0.0 -0.1
C 3.4547 0.1058 5.6846 0.0 0.0 0.0
C 4.2435 -0.1538 4.5772 0.0 0.0 -0.1
C 3.7039 0.0325 3.3127 0.0 0.0 0.1
N 2.4519 0.4383 3.1446 0.0 0.0 -0.1
C -1.7939 3.7093 0.5797 -0.1 0.1 -0.1
C -2.7021 4.4825 1.3031 0.1 -0.1 0.0
C -3.6691 5.2120 0.6438 -0.1 0.0 -0.1
C -3.7456 5.1792 -0.7480 -0.1 0.1 0.0
C -2.8578 4.4180 -1.4814 0.1 -0.1 0.1
C -1.8855 3.6869 -0.8092 -0.2 0.2 0.1
H -1.0131 2.8510 -2.5141 0.0 0.0 0.0
H 0.5688 1.4998 -1.4716 0.0 0.0 -0.1
H -0.4270 1.2988 4.5521 0.1 0.2 0.1
H 1.5065 0.7717 6.3448 0.0 0.0 0.0
H 3.8502 -0.0328 6.6825 0.0 0.0 0.0
H 5.2635 -0.4957 4.6790 0.0 0.0 0.0
H 4.2782 -0.1412 2.4120 0.0 0.0 0.0
H -2.6229 4.4906 2.3812 0.0 0.0 0.0
H -4.3715 5.8102 1.2074 0.0 0.0 0.0
H -4.5064 5.7515 -1.2611 0.0 0.0 0.0
H -2.9118 4.3850 -2.5624 0.0 0.0 0.0
N 7.4190 2.2626 -2.4041 0.0 0.0 0.0
C 6.4554 2.0154 -1.8275 0.0 0.0 0.0
C 5.2501 1.7061 -1.1094 -0.1 0.0 0.0
C 4.4687 2.7274 -0.5780 0.0 -0.1 0.0
C 3.3034 2.4075 0.1037 -0.3 0.1 0.2
C 2.8639 1.0852 0.2960 0.1 -0.1 -0.1
C 3.6863 0.0892 -0.2511 -0.1 -0.1 0.1
C 4.8513 0.3798 -0.9408 0.0 0.1 0.0
H 4.7788 3.7576 -0.7007 0.0 0.0 0.0
H 2.7268 3.2319 0.5171 0.0 0.0 0.0
H 3.4041 -0.9517 -0.1534 0.0 0.0 0.0
H 5.4595 -0.4139 -1.3562 0.0 0.0 0.0
C -2.6653 -5.8604 -2.5967 0.0 0.0 0.0
C -3.2027 -4.4400 -2.3756 0.0 0.0 0.0
C -3.8780 -3.9470 -3.6624 0.0 0.0 0.0
C -4.2618 -4.4979 -1.2749 0.0 0.0 0.0
C -2.0449 -3.5060 -2.0142 0.0 0.0 0.1
C -0.9927 -3.3423 -2.9201 0.1 0.0 0.0
C 0.1004 -2.5175 -2.6660 0.0 0.0 0.0
C 0.1059 -1.8529 -1.4613 -0.1 0.0 0.1
O 1.0340 -0.9801 -0.9493 0.1 0.1 0.2
B 0.5617 -0.5895 0.3258 -0.5 0.0 -0.1
O -0.6707 -1.2309 0.5480 0.3 0.1 0.1
C -0.9244 -2.0002 -0.5538 0.1 0.1 0.0
C -2.0097 -2.8131 -0.8001 0.0 0.0 0.0
H -3.4836 -6.5372 -2.8520 0.0 0.0 0.0
H -2.1799 -6.2339 -1.6939 0.0 0.0 0.0
H -1.9369 -5.8926 -3.4068 0.0 0.0 0.0
H -4.7063 -4.6066 -3.9295 0.0 0.0 0.0
H -3.1808 -3.9270 -4.5001 0.0 0.0 0.0
H -4.2727 -2.9383 -3.5288 0.0 0.0 0.0
H -5.0636 -5.1720 -1.5800 0.0 0.0 0.0
H -4.7042 -3.5181 -1.0878 0.0 0.0 0.0
H -3.8499 -4.8746 -0.3375 0.0 0.0 0.0
H -1.0183 -3.8791 -3.8600 0.0 0.0 0.0
H 0.9088 -2.4098 -3.3768 0.0 0.0 0.0
H -2.7921 -2.8999 -0.0605 0.0 0.0 0.0
O -0.0931 0.2417 2.7929 0.0 -1.2 -0.3
```
Positions in Å, forces in eV/Å.

Its HOMO-LUMO gap (alpha / beta) is 7.09 / 6.60 eV. Its HOMO energy (alpha / beta) is -7.47 / -7.31 eV. Its multiplicity is 2. The expectation value of S² is 1.136. For the LUMO energy (alpha / beta), the calculation gives -0.380 / -0.717 eV.

2.
ORCA calculation (the ωB97M-V functional and the def2-TZVPD basis) on a structure of composition C32H49BCl2N4O3PdS.

XYZ file:
```
93
Properties=species:S:1:pos:R:3:forces:R:3
Pd 1.1528 -0.0770 -0.4733 -0.4 -0.9 1.4
Cl 2.5195 3.8705 2.6557 0.0 0.2 0.2
C 3.1774 3.3641 1.0981 -0.2 -0.2 -0.1
Cl 4.9123 3.0596 1.2108 0.2 0.1 0.0
C 2.4079 2.1108 0.5816 0.8 0.7 0.3
O 1.2107 2.0564 0.8712 -1.0 -0.7 -0.1
O 3.0438 1.3122 -0.1234 0.6 -0.3 -0.4
H 3.0348 4.1977 0.4043 0.0 -0.2 0.1
O 1.3962 0.9217 -2.6624 -0.1 -1.4 -0.2
S 1.3479 2.3595 -2.3023 0.3 1.7 -0.9
C 3.0490 2.9804 -2.6383 -0.4 -0.2 0.0
C 3.1450 3.0238 -4.1455 0.0 0.2 -0.2
C 1.9009 3.7773 -4.6057 0.2 -0.1 -0.1
C 0.7246 3.1557 -3.8628 0.1 0.2 0.4
H 3.7423 2.2887 -2.1677 -0.1 0.0 0.2
H 3.1278 3.9718 -2.1912 0.0 0.1 0.1
H 3.1163 2.0023 -4.5268 0.1 0.0 -0.1
H 4.0653 3.5043 -4.4805 0.0 -0.1 0.0
H 1.7614 3.7075 -5.6859 0.0 0.1 0.0
H 2.0008 4.8337 -4.3456 0.0 0.0 0.0
H 0.2666 2.3380 -4.4147 0.0 -0.1 0.1
H -0.0387 3.8804 -3.5930 -0.1 0.0 0.0
N 3.8513 -2.1715 -0.5673 0.1 0.1 0.0
N 2.5434 -2.2140 0.0164 -0.5 0.2 0.2
H 4.5274 -2.7347 -0.0475 -0.3 0.2 0.0
H 4.1683 -1.2047 -0.5759 -0.1 -0.1 0.1
H 2.5559 -2.2580 1.0421 0.0 0.0 -0.4
H 2.0654 -3.0469 -0.3301 0.2 0.3 0.1
C 0.8744 0.2365 4.6253 -0.1 0.0 -0.3
C 1.2764 -0.2993 3.2465 0.1 0.2 0.0
C 2.7700 -0.0627 3.0069 -0.3 0.0 -0.1
C 0.8921 -1.7576 3.1433 -0.2 0.1 -0.1
C 1.6135 -2.7087 3.8530 0.0 -0.1 0.0
C 1.2559 -4.0430 3.8361 0.0 -0.1 0.1
C 0.1534 -4.4487 3.1129 0.0 0.0 0.1
C -0.5997 -3.5331 2.3935 -0.1 0.1 -0.1
C -1.7689 -4.0346 1.5784 -0.1 -0.1 -0.1
C -1.2885 -5.0356 0.5251 -0.1 0.2 0.1
C -2.8519 -4.6534 2.4631 0.1 0.2 -0.1
C -0.2267 -2.1810 2.4084 0.5 -0.5 0.3
N -0.9676 -1.2621 1.6365 0.9 0.1 -0.5
B -0.5696 -0.5899 0.4279 0.2 0.4 -0.4
N -1.7852 0.0156 -0.0414 0.9 0.0 -0.4
C -2.7932 -0.2506 0.8515 -0.3 -0.5 0.9
C -2.3098 -1.0289 1.8486 -0.8 0.6 -0.3
C -1.9919 0.7753 -1.2172 -0.2 0.4 -0.5
C -2.0448 0.1527 -2.4749 -0.2 0.0 -0.1
C -2.3060 0.9476 -3.5862 0.0 0.0 0.0
C -2.5255 2.3048 -3.4716 -0.1 0.0 -0.1
C -2.4666 2.9060 -2.2313 0.0 0.0 -0.1
C -2.1913 2.1610 -1.0953 0.1 -0.2 0.2
C -2.1454 2.8529 0.2479 0.0 0.2 0.1
C -3.5501 3.3133 0.6508 0.2 -0.2 0.1
C -1.1762 4.0378 0.2392 0.0 -0.2 0.0
C -1.8617 -1.3289 -2.7477 0.1 -0.2 0.2
C -2.4579 -2.2715 -1.7033 -0.1 0.1 -0.2
C -0.3820 -1.6590 -2.9658 -0.1 0.1 0.1
H 1.0443 1.3090 4.6658 0.1 0.2 0.1
H 1.4595 -0.2407 5.4094 0.0 -0.1 0.1
H -0.1793 0.0501 4.8187 -0.1 0.0 0.1
H 0.7298 0.2696 2.4852 0.1 -0.1 0.2
H 3.3952 -0.6599 3.6678 0.1 0.0 0.1
H 3.0021 0.9837 3.1894 0.1 0.1 0.0
H 3.0298 -0.2829 1.9716 0.1 0.0 0.0
H 2.4665 -2.4078 4.4413 0.1 0.1 0.1
H 1.8330 -4.7690 4.3908 0.1 0.0 0.1
H -0.1243 -5.4918 3.1011 0.0 -0.1 0.0
H -2.2226 -3.1941 1.0522 0.1 -0.1 0.0
H -0.9522 -5.9613 0.9872 0.1 -0.1 0.0
H -0.4623 -4.6151 -0.0452 0.1 0.0 -0.1
H -2.0979 -5.2714 -0.1625 -0.1 -0.1 -0.1
H -2.4831 -5.5369 2.9783 0.0 -0.1 0.1
H -3.7075 -4.9412 1.8550 -0.1 -0.1 0.0
H -3.1862 -3.9397 3.2136 -0.1 0.0 0.1
H -3.7946 0.1106 0.7138 -0.1 0.1 0.0
H -2.8331 -1.4277 2.6972 0.0 -0.1 0.1
H -2.3574 0.4845 -4.5623 0.0 -0.1 -0.1
H -2.7532 2.8931 -4.3491 0.0 0.0 -0.1
H -2.6549 3.9657 -2.1464 0.0 0.1 0.1
H -1.7749 2.1471 0.9959 -0.1 0.1 -0.1
H -3.9285 4.0597 -0.0454 0.0 0.1 -0.1
H -3.5295 3.7482 1.6473 0.0 0.1 0.1
H -4.2454 2.4764 0.6600 -0.1 0.0 0.0
H -1.4721 4.8088 -0.4707 -0.1 0.1 -0.1
H -0.1776 3.6860 -0.0048 0.1 0.1 0.0
H -1.1435 4.4812 1.2319 0.0 0.1 0.1
H -2.3835 -1.5366 -3.6915 0.1 0.1 0.1
H -1.7768 -2.3901 -0.8664 0.0 -0.1 0.1
H -2.6212 -3.2487 -2.1537 0.0 -0.1 0.0
H -3.4144 -1.9083 -1.3334 -0.1 0.0 0.1
H 0.2134 -1.3688 -2.0786 -0.2 -0.2 -0.3
H 0.0137 -1.1198 -3.8217 0.2 0.1 0.0
H -0.2628 -2.7264 -3.1421 0.1 -0.1 0.0
```
Positions in Å, forces in eV/Å.

Its HOMO-LUMO gap (alpha / beta) is 7.35 / 7.35 eV. Its HOMO energy (alpha / beta) is -7.67 / -7.67 eV. For the LUMO energy (alpha / beta), the calculation gives -0.325 / -0.324 eV.

3.
ORCA calculation (the ωB97M-V functional and the def2-TZVPD basis) on an isolated molecule of C2H4N2OS2.

XYZ file:
```
11
Properties=species:S:1:pos:R:3:forces:R:3
N 1.1205 -0.6872 -1.4411 -1.3 0.3 0.8
C 1.1805 0.5384 -0.8609 0.3 -1.1 0.3
S 2.0945 1.7904 -1.3741 -0.4 -0.1 0.3
O 0.4907 0.6073 0.3514 0.0 0.3 0.1
N -0.2434 -0.5298 0.7582 0.3 0.2 -0.8
C -1.5761 -0.3920 0.8755 -0.6 1.1 0.2
S -2.5867 -1.4601 1.5955 0.5 0.4 -0.4
H 0.2911 -1.2490 -1.1463 1.2 0.3 -0.8
H 1.5164 -0.7147 -2.3674 -0.2 -0.3 0.0
H 0.2503 -1.1474 1.3763 0.4 -0.2 0.2
H -1.8741 0.6090 0.4763 -0.1 -0.9 0.1
```
Positions in Å, forces in eV/Å.

Its HOMO-LUMO gap is 9.11 eV. Its HOMO energy is -9.13 eV. The SMILES is NC(=S)ONC=S. For the LUMO energy, the calculation gives -0.017 eV.

Taking the records one at a time from the top gives F_max values of 1.91 1.97 1.55 eV Å⁻¹.